Record 1
42
Properties=species:S:1:pos:R:3 method="wB97M-V/def2-TZVPD" relative_energy_kcal_mol=21.7 energy_ha=-903.7282 lumo_ev=0.84 multiplicity=1 largest_force_ev_per_a=0.7
C -1.62327 3.89843 0.75223
C -1.37030 2.70934 0.09016
C -0.06731 2.30060 -0.13483
C 1.00108 3.07334 0.30318
C 0.73672 4.26607 0.96521
C -0.56504 4.67829 1.18712
H -0.75500 5.61004 1.70067
H 1.55948 4.87939 1.30653
C 2.41682 2.61119 0.10715
H 3.04819 3.45893 -0.16849
H 2.45467 1.87036 -0.69140
C 2.97742 1.97371 1.38574
C 2.19697 0.72085 1.77594
N 2.27198 -0.26813 0.71577
H 3.22043 -0.62761 0.64798
C 1.33430 -1.35781 0.86030
C 1.36355 -2.25256 -0.38785
C 1.03759 -1.44378 -1.64747
H 1.11999 -2.10066 -2.52496
O -0.25828 -0.89796 -1.57699
C -1.20326 -1.78301 -1.12695
C -2.54353 -1.46386 -1.30144
C -3.52818 -2.33673 -0.88059
C -3.18126 -3.54096 -0.28947
C -1.85096 -3.85825 -0.09250
C -0.85362 -2.97996 -0.49575
O 0.45420 -3.32676 -0.25947
H -1.55596 -4.78246 0.37841
H -3.94748 -4.23125 0.02792
H -4.56664 -2.08016 -1.02255
H -2.78540 -0.52697 -1.77775
H 1.72487 -0.60292 -1.74432
H 2.35126 -2.71504 -0.49426
H 1.51803 -1.99103 1.74665
H 0.33350 -0.92574 0.96316
H 2.56963 0.33521 2.74105
H 1.14410 0.98462 1.90695
H 2.92454 2.68918 2.20841
H 4.02660 1.71420 1.22641
H 0.12003 1.37289 -0.65419
H -2.19048 2.09462 -0.25183
H -2.64027 4.21825 0.92737

---

Record 2
44
Properties=species:S:1:pos:R:3 method="wB97M-V/def2-TZVPD" relative_energy_kcal_mol=0.0 energy_ha=-1054.2665 lumo_ev=0.42 multiplicity=1 largest_force_ev_per_a=0.7
C -1.71884 4.07635 -1.09044
H -2.29157 3.15587 -0.94511
O -0.69848 4.20515 -0.13033
C 0.25626 3.21502 -0.07130
C 0.29928 2.09578 -0.87794
C 1.30625 1.14346 -0.72565
C 2.27607 1.33776 0.24317
C 2.24758 2.46466 1.05041
C 1.24523 3.40619 0.90887
O 1.21714 4.50476 1.70938
H 0.45409 5.03829 1.44841
H 3.00341 2.62615 1.80184
H 3.07492 0.62703 0.38033
C 1.23601 -0.09821 -1.59228
C 0.24522 -1.04110 -0.94224
C 0.68418 -1.93881 -0.03493
N 2.03188 -2.08718 0.20390
C 3.04055 -1.56343 -0.56896
O 4.19721 -1.77089 -0.28515
C 2.57444 -0.80698 -1.78836
H 3.35271 -0.10250 -2.08309
H 2.47594 -1.54833 -2.58839
H 2.32657 -2.66630 0.98054
C -0.22892 -2.81837 0.75763
H 0.19218 -2.98292 1.75288
C -1.63414 -2.21167 0.87390
C -2.58544 -3.23780 1.49206
H -2.64157 -4.13507 0.87937
H -3.58582 -2.82157 1.57939
H -2.24670 -3.52139 2.48606
C -2.10441 -1.85169 -0.53719
C -1.17067 -0.89632 -1.25234
O -1.58952 -0.08758 -2.05970
H -3.10105 -1.40759 -0.51724
H -2.16186 -2.75904 -1.14704
C -1.59835 -0.95919 1.75265
H -2.58854 -0.51392 1.81060
H -0.91364 -0.21614 1.35007
H -1.27930 -1.21078 2.76179
H -0.29635 -3.79479 0.26459
H 0.83660 0.19343 -2.56858
H -0.45560 1.92995 -1.62920
H -1.31318 4.09233 -2.10635
H -2.36978 4.93737 -0.94602

---

Record 3
49
Properties=species:S:1:pos:R:3 method="wB97M-V/def2-TZVPD" relative_energy_kcal_mol=3.0 energy_ha=-1753.3180 lumo_ev=0.51 multiplicity=1 largest_force_ev_per_a=1.0
C -4.25763 -2.59776 -1.08366
H -4.90198 -3.39239 -1.45587
O -3.17862 -3.25253 -0.44980
C -2.22121 -2.49120 0.13226
C -2.21517 -1.10405 0.14449
C -1.19065 -0.39563 0.76339
C -0.15591 -1.07468 1.41017
C -0.16194 -2.47115 1.37420
C -1.16341 -3.17092 0.74279
H -1.15840 -4.24882 0.71878
H 0.65026 -2.98732 1.86175
O 0.90787 -0.50321 2.05738
C 0.70777 0.69330 2.77874
H 0.67871 1.56717 2.12434
H 1.56278 0.77038 3.45040
H -0.21262 0.65014 3.36712
N -1.14899 1.02202 0.64220
S -0.53853 1.49583 -0.85832
O -1.10845 0.71890 -1.91813
O -0.73679 2.92831 -0.90846
C 1.17546 1.08852 -0.67368
C 2.05693 1.99371 -0.13409
C 3.36899 1.59928 0.09486
C 3.77855 0.30671 -0.19752
C 2.85517 -0.61580 -0.75814
C 1.55713 -0.20467 -0.99886
H 0.81683 -0.85469 -1.43287
O 3.33724 -1.85110 -1.01022
C 2.44757 -2.82206 -1.51544
H 3.03330 -3.73585 -1.59884
H 2.06864 -2.54183 -2.50287
H 1.60536 -2.98455 -0.83580
O 5.02303 -0.17834 0.00411
C 5.99681 0.66586 0.57250
H 6.19565 1.53527 -0.06186
H 5.70310 1.00173 1.57173
H 6.89877 0.06087 0.64640
H 4.06198 2.31040 0.51347
H 1.72491 2.99408 0.09116
C -2.23767 1.81334 1.19441
H -2.50590 1.39421 2.16698
H -1.85673 2.83184 1.32182
C -3.50421 1.86666 0.32250
O -4.51826 1.30265 0.63466
O -3.41213 2.59181 -0.78141
H -2.50453 2.93302 -0.94885
H -2.98999 -0.54157 -0.34687
H -3.91358 -1.98379 -1.92110
H -4.81628 -1.97288 -0.38102

---

Record 4
58
Properties=species:S:1:pos:R:3 method="wB97M-V/def2-TZVPD" relative_energy_kcal_mol=15.4 energy_ha=-3600.8064 lumo_ev="-2.57 / -2.37" multiplicity=1 largest_force_ev_per_a=1.9
Pt 0.63660 0.82910 -0.73110
C 2.82104 2.96251 1.46823
C 2.19705 1.71477 1.99359
C 2.34614 1.15227 3.26500
C 1.57283 0.00565 3.26480
C 1.35513 -0.97598 4.36522
N 1.00036 -0.10585 2.05108
N 1.39826 0.93857 1.27497
B -0.05483 -1.15387 1.58500
N 0.49543 -1.90208 0.36132
N 1.35426 -1.20168 -0.42430
C 1.88675 -2.07297 -1.29906
C 2.98350 -1.70539 -2.24227
C 1.36567 -3.33752 -1.05778
C 0.48696 -3.18898 0.00708
C -0.37598 -4.20128 0.67349
N -1.31906 -0.38925 1.15322
N -1.13434 0.80620 0.53070
C -2.34786 1.37041 0.37928
C -2.59431 2.72878 -0.17415
C -3.30513 0.51861 0.92203
C -2.61929 -0.58298 1.39792
C -3.14505 -1.81040 2.05604
H 3.38940 3.44300 2.26240
H 2.07236 3.67348 1.12070
H 3.49950 2.75210 0.64005
H 2.93605 1.53718 4.07938
H 1.95309 -0.68979 5.22810
H 1.64487 -1.98244 4.06337
H 0.30823 -1.00777 4.66738
H -0.28323 -1.91133 2.47817
H 3.21184 -0.64301 -2.19661
H 2.73040 -1.96624 -3.27010
H 3.88873 -2.25087 -1.97174
H 1.61361 -4.25420 -1.56555
H -0.11176 -5.19987 0.33263
H -1.42248 -4.02432 0.42306
H -0.27434 -4.16113 1.75813
H -1.67692 3.30914 -0.22206
H -3.29990 3.25637 0.46835
H -3.00693 2.66080 -1.17741
H -4.36736 0.68706 0.96565
H -4.19058 -1.66671 2.31993
H -2.58742 -2.05637 2.95974
H -3.08634 -2.66270 1.37816
O 0.31552 4.53963 -6.36199
C 0.37478 3.87955 -5.37360
S 0.31914 4.59848 -3.72691
C 0.51467 3.10655 -2.87983
C 0.61819 1.95859 -3.63930
S 0.79591 0.48019 -2.86635
S 0.51909 2.10852 -5.36828
S 0.65460 3.03529 -1.19551
O -3.79475 -0.31678 -2.44332
Cl -2.42505 -0.19624 -2.83620
O -2.24759 -0.54613 -4.21423
O -1.60312 -1.05997 -2.01667
O -1.98629 1.17132 -2.63984